Entry 1:
C4H12S | ωB97M-V/def2-TZVPD

The geometry in XYZ format:
```
17
Properties=species:S:1:pos:R:3:lowdin_charge:R:1
C 1.8740 -0.2888 -0.1922 -0.72
C 1.1776 -0.5511 -1.5267 -0.31
S 0.9047 1.0577 0.5275 0.28
H 2.0405 -1.0801 0.4672 0.00
H 3.0764 0.0242 -0.2372 0.06
H 1.4343 -1.6102 -1.8357 0.06
H 1.9501 1.8046 0.9299 -0.24
H 1.4485 -0.0931 -2.4617 0.03
H 0.0355 -0.5503 -1.4628 0.03
C -2.5399 -1.0940 -0.1926 -0.20
C -2.2271 -0.0719 0.9367 -0.26
H -2.3954 -2.1721 0.1531 0.06
H -3.6436 -1.0420 -0.5952 0.07
H -1.8608 -0.7860 -1.0961 0.06
H -2.8272 -0.0728 1.7967 0.02
H -1.1492 -0.2619 1.2391 0.01
H -2.2907 0.9518 0.5121 0.06
```

charge	-1
Kohn-Sham gap (spin up / spin down)	2.54 / 8.32	eV
multiplicity	2
lowest unoccupied orbital energy (spin up / spin down)	3.499 / 3.434	eV
expectation value of S²	0.75
E_HOMO (spin up / spin down)	0.0353 / -0.1796	Eh

Entry 2:
C4H12S | ωB97M-V/def2-TZVPD

The geometry in XYZ format:
```
17
Properties=species:S:1:pos:R:3:lowdin_charge:R:1
C -1.2219 -1.8361 1.5021 -0.18
C -2.1486 -2.3827 0.3810 -0.19
H -1.9050 -1.3113 2.1733 0.05
H -0.7183 -2.6037 2.0813 0.05
H -0.5543 -1.1002 1.0644 0.01
H -3.1312 -2.5674 0.8224 0.05
H -1.8083 -3.2945 -0.1067 0.05
H -2.2872 -1.6312 -0.3906 0.05
C 0.2115 2.1727 -0.7639 -0.59
C 2.8722 1.5027 -0.8375 -0.61
S 1.3078 0.9092 -0.0975 0.38
H -0.7845 1.7943 -0.9910 0.00
H 0.0857 3.0764 -0.1766 0.01
H 0.5976 2.4498 -1.7461 0.01
H 3.7011 1.1062 -0.2536 -0.04
H 2.8473 2.5842 -0.8016 -0.03
H 2.9360 1.1315 -1.8593 -0.03
```

charge	-1
Kohn-Sham gap (spin up / spin down)	2.15 / 8.18	eV
multiplicity	2
lowest unoccupied orbital energy (spin up / spin down)	3.536 / 3.446	eV
expectation value of S²	0.75
E_HOMO (spin up / spin down)	0.0510 / -0.1739	Eh

Entry 3:
C4H12S | ωB97M-V/def2-TZVPD

The geometry in XYZ format:
```
17
Properties=species:S:1:pos:R:3:lowdin_charge:R:1
C -0.9442 -1.4268 -0.6176 -0.33
C 1.4950 -2.4037 -0.0082 -0.47
S -0.0182 -2.1199 0.8963 0.71
H -2.0725 -1.5331 -0.4649 0.07
H -0.5775 -0.4455 -0.6601 -0.04
H -0.7286 -2.0657 -1.3935 -0.01
H 1.3246 -2.9517 -0.8771 0.01
H 2.3643 -2.8088 0.5514 0.06
H 1.9566 -1.5184 -0.3058 0.01
C 0.0637 1.7117 0.8798 -0.15
C -0.8019 2.7007 -0.0246 -0.15
H 1.1140 2.0658 0.7703 0.06
H -0.3233 1.5052 1.8617 0.05
H 0.0615 0.7026 0.2482 0.03
H -1.2957 3.4422 0.5698 0.04
H -1.5490 2.1784 -0.6061 0.04
H -0.0690 2.9669 -0.8195 0.07
```

charge	0
Kohn-Sham gap	9.57	eV
multiplicity	1
SMILES string	CSC.CC
lowest unoccupied orbital energy	1.017	eV
E_HOMO	-0.3145	Eh

Entry 4:
C4H12S2 | ωB97M-V/def2-TZVPD

The geometry in XYZ format:
```
18
Properties=species:S:1:pos:R:3:lowdin_charge:R:1
C 1.2881 -0.7194 1.3446 -0.20
C 1.8979 0.5327 0.7656 -0.64
S 3.0186 0.1761 -0.6193 0.69
H 0.4066 -0.4252 1.9063 0.05
H 1.9392 -1.2798 2.0040 0.07
H 0.9678 -1.3488 0.5087 0.06
H 1.0840 1.1747 0.4290 0.05
H 2.4525 1.0806 1.5256 0.06
H 2.5280 1.0588 -1.4900 -0.16
C -2.3512 1.3622 -1.0104 -0.16
C -1.6613 0.0197 -0.8025 -0.62
S -2.3771 -1.0352 0.4894 0.68
H -1.8377 2.1612 -0.4834 0.06
H -3.3906 1.3252 -0.6822 0.06
H -2.3677 1.6121 -2.0708 0.07
H -1.7512 -0.5862 -1.7037 0.06
H -0.5948 0.0633 -0.5995 0.02
H -2.3273 -0.1612 1.5053 -0.15
```

charge	0
Kohn-Sham gap	9.80	eV
multiplicity	1
SMILES string	CCS.CCS
lowest unoccupied orbital energy	0.729	eV
E_HOMO	-0.3332	Eh

Entry 5:
C4H12S2 | ωB97M-V/def2-TZVPD

The geometry in XYZ format:
```
18
Properties=species:S:1:pos:R:3:lowdin_charge:R:1
C 0.0518 3.6211 0.1433 -0.18
C 0.0228 2.2514 -0.5353 -0.62
S -1.2881 2.1865 -1.8570 0.66
H 0.5408 4.3857 -0.4595 0.07
H -0.8510 4.0676 0.5512 0.07
H 0.6172 3.3365 1.0324 0.07
H -0.2889 1.5235 0.2154 0.03
H 0.9949 1.9843 -0.9560 0.07
H -0.7119 1.0518 -2.2963 -0.19
C 0.2012 -3.1655 1.4460 -0.15
C 0.1352 -2.9464 -0.0595 -0.61
S 0.0883 -1.3261 -0.9174 0.68
H 1.1360 -2.7952 1.8494 0.07
H -0.6947 -2.7588 1.9159 0.07
H 0.2242 -4.2544 1.6373 0.08
H -0.5972 -3.5616 -0.5895 0.05
H 1.0701 -3.3550 -0.4485 0.06
H -0.6508 -0.2453 -0.6719 -0.23
```

charge	0
Kohn-Sham gap	9.76	eV
multiplicity	1
SMILES string	CCS.CCS
lowest unoccupied orbital energy	0.840	eV
E_HOMO	-0.3276	Eh

Entry 6:
C4H12S2Si | ωB97M-V/def2-TZVPD

The geometry in XYZ format:
```
19
Properties=species:S:1:pos:R:3:lowdin_charge:R:1
C -0.8950 -2.4581 0.0271 -0.22
C 0.0752 2.7588 -0.8734 -0.18
C 0.1916 -1.5545 0.5730 -0.42
C 0.4635 1.2902 -0.8713 -0.39
Si -0.2705 0.2442 0.5499 0.52
S -0.2399 0.9936 2.6075 0.47
S -3.4595 -0.0529 -0.5341 0.09
H -0.8245 -3.5693 0.2597 0.09
H -1.9353 -2.2373 0.4461 0.04
H -0.7409 -2.4907 -1.0339 0.06
H -0.9330 2.8424 -1.4466 0.11
H 0.0661 2.9837 0.1717 0.01
H 0.7569 3.4648 -1.4810 0.10
H 1.1980 -1.6306 -0.0173 0.11
H 0.6976 -1.8129 1.5419 0.07
H 1.4940 1.1082 -0.9440 0.04
H 0.1150 0.8097 -1.8466 0.10
H -0.3004 2.2816 2.2253 -0.21
H -3.8202 -0.7018 0.5262 -0.40
```

charge	0
Kohn-Sham gap	6.86	eV
multiplicity	1
lowest unoccupied orbital energy	-0.912	eV
E_HOMO	-0.2858	Eh

Total energy per entry: -557.6814 -557.7082 -557.7216 -955.9504 -955.9110 -1245.3984 a.u.
Maximum force per entry: 4.0 1.4 4.1 0.6 2.6 2.9 eV/A